{
  "formula": "C4H12N2",
  "method": "ωB97M-V with the def2-TZVPD basis set",
  "species": ["C", "H", "H", "H", "C", "H", "H", "C", "H", "N", "H", "H", "H", "H", "N", "H", "H", "C"],
  "positions_angstrom": [[0.525, -0.163, -0.954], [-0.192, 0.081, 3.038], [-0.687, -1.468, 1.012], [-0.857, 1.124, -3.466], [0.939, -0.339, 0.503], [0.730, -1.172, -1.540], [-0.165, -1.714, 3.276], [-1.089, 1.394, -2.349], [0.901, 0.729, 0.788], [-0.779, 0.347, -1.348], [1.445, 0.295, -1.486], [-1.421, 0.583, -0.565], [-2.280, 1.397, -2.443], [1.347, -0.787, 3.112], [0.192, -1.192, 1.410], [-0.917, 2.416, -2.406], [2.015, -0.622, 0.604], [0.293, -0.910, 2.814]],
  "homo_energy_ev": -8.374,
  "e_above_lowest_kcal_mol": 64.1,
  "energy_ha": -269.01426,
  "homo_lumo_gap_ev": 9.45,
  "total_charge": 0,
  "smiles": "CNCCNC"
}